40 unconnected molecules or ions with the total composition H80O40 at a distorted geometry, computed with ωB97M-V/def2-TZVPD.

Summary:
Total charge: 0
2S+1: 1
LUMO energy: -0.01769 Eh
Relative energy (zero: lowest compared OMol25 entry of this formula, charge and spin): 746.3 kJ/mol
Calculated total energy: -3057.47308 hartree
Orbital gap: 10.1 eV

Element x y z (Å)
1 H -1.9123 -2.0820 -1.8619
2 O -1.6776 -2.4082 -2.7213
3 O 4.5385 4.3739 0.4330
4 H 4.0892 -0.3039 2.8166
5 O -5.5072 -2.6229 -0.5218
6 O 2.3128 -4.8383 -3.2975
7 H -1.7674 -3.3856 -2.6410
8 O 0.6351 3.4875 -2.7483
9 H -5.1603 1.3371 0.4706
10 H -0.5627 4.1754 -1.2850
11 O 2.0736 -2.6403 -0.7414
12 O -4.5775 3.8346 0.3837
13 O 2.3165 0.2780 -0.5545
14 O -2.1602 -1.6948 1.7138
15 H 4.4574 0.6635 4.1060
16 H 5.4033 3.9844 0.2910
17 H 2.6469 2.9112 1.6854
18 O -1.4211 -1.1249 4.2761
19 O -3.6032 -3.7101 3.4568
20 H 0.2345 4.2076 5.5530
21 O -2.8149 1.5243 4.0635
22 H 0.5700 -5.4933 -3.8775
23 H -3.0168 1.5384 1.3206
24 H -4.3242 -0.2491 -1.2319
25 H 3.4667 1.0664 -5.0259
26 O 5.2441 -2.4758 1.1114
27 H -1.1865 -5.3271 -1.6845
28 H -3.4934 -4.1635 1.7334
29 H -3.2828 -4.2247 4.1929
30 H 4.7919 1.7844 0.6977
31 H 0.6653 3.8202 -0.6734
32 H 0.8122 4.1327 -3.4416
33 O -4.7315 1.3410 1.3606
34 H -4.2512 0.5124 1.3153
35 O -5.8331 -0.7255 -2.5519
36 O 2.2589 3.2638 0.8749
37 O -1.2840 1.4766 -5.5288
38 H 1.5040 0.4138 -0.0566
39 O -3.2856 3.0022 -2.2052
40 H 3.6433 1.7456 -2.9982
41 H 3.3744 -3.2813 2.1915
42 O -0.4606 4.7604 5.1800
43 H -3.0780 -1.4544 1.5343
44 H 0.5882 2.4452 0.4980
45 O 3.2491 -4.1531 1.8190
46 H 0.5710 -0.7988 2.1942
47 H -1.2455 1.5787 -4.5722
48 O -1.8519 -4.6933 -1.4713
49 H -0.5004 5.9536 1.2437
50 O 0.2834 1.6820 1.0412
51 H 4.8382 -3.2523 1.5429
52 H 1.7068 4.2209 3.0978
53 O -0.8985 0.2825 -1.2157
54 O 1.2073 -5.1527 0.0353
55 O 3.6956 3.4084 3.7734
56 H 2.7051 -0.5538 -0.2587
57 H -0.6791 4.3041 4.3595
58 O -4.1758 0.6400 -0.9028
59 H -0.6743 1.2095 -1.1351
60 H -1.6900 1.7209 1.9541
61 H -5.5028 3.9427 0.1727
62 H 0.5805 -1.2463 -3.0384
63 H -1.8902 6.4084 1.1282
64 H -3.2143 2.2839 3.6252
65 H -0.7030 0.7406 -5.7399
66 H -3.3009 -2.7988 3.4460
67 H 0.5957 -2.3028 1.9274
68 O 1.5417 5.1336 3.3360
69 O 4.5297 1.8632 -2.6195
70 H 1.9169 -3.5130 -0.3558
71 H 0.4185 -5.2985 0.5485
72 O -0.0862 4.3724 -0.4744
73 H -4.6494 -3.0340 -0.3127
74 O -3.1483 -4.2985 0.8310
75 O -1.3124 5.9999 1.7594
76 H -0.3446 -4.2761 -4.0116
77 H -2.3902 3.1079 -2.5206
78 H 0.0593 -1.5226 -4.2802
79 O 2.5362 0.8962 -4.8867
80 H -1.0878 -2.6666 0.7227
81 O -0.3180 -5.1608 -3.6430
82 O 0.9408 -1.2998 -3.9425
83 H 3.9921 -1.6557 -2.4859
84 H -1.9192 -0.8316 2.0956
85 H -3.0879 0.7699 3.5556
86 H 1.4266 2.9432 -2.6644
87 O -2.2096 1.0195 1.5390
88 H -3.6557 3.8527 -1.9892
89 O 4.4909 -2.1844 -1.8580
90 H 1.3702 -5.7326 -0.7125
91 H 4.1625 2.6317 3.4573
92 O -0.6392 -2.5200 -0.1250
93 H -1.6010 -3.9999 -0.8400
94 H -3.9541 1.1558 -1.6937
95 H 4.2513 4.1892 3.6975
96 H 2.9984 -4.1600 0.8992
97 H 1.9647 -3.9812 -3.0365
98 H -1.5978 0.1055 -0.5757
99 H -0.8770 -1.2973 5.0588
100 O 4.1541 0.5708 3.2034
101 H -0.6885 -1.1386 3.6851
102 O 5.4764 1.9180 0.0390
103 H 0.8999 1.4455 1.7284
104 H 3.0059 -4.7101 -3.9350
105 H 4.9587 -2.4098 0.2316
106 H -5.4094 -1.2328 -3.2359
107 H -4.3551 2.9192 0.6351
108 H -5.9805 -3.4044 -0.8391
109 H 5.4661 1.2667 -0.6466
110 H -0.6683 -1.5688 -0.2552
111 H -6.0516 -1.4402 -1.9223
112 O 0.8527 -1.6368 2.5790
113 H 1.8424 1.5239 -5.0778
114 H 0.6177 5.2978 3.5575
115 H -3.0843 -5.2207 0.5901
116 H 3.8801 3.7195 0.1918
117 H 1.2745 -2.1026 -0.7781
118 H 4.3450 1.2276 -1.9191
119 H 2.0580 4.1849 1.0873
120 H 4.3443 -3.1163 -2.0296



40 unconnected molecules or ions with the total composition H80O40 at a distorted geometry, computed with ωB97M-V/def2-TZVPD.

Summary:
Total charge: 0
2S+1: 1
LUMO energy: -0.01399 Eh
Relative energy (zero: lowest compared OMol25 entry of this formula, charge and spin): 1327.9 kJ/mol
Calculated total energy: -3057.25158 hartree
Orbital gap: 9.5 eV

Element x y z (Å)
1 H -5.5644 -0.3368 -4.0667
2 H 3.9979 0.0189 2.6644
3 H 2.9654 -4.5157 -3.5114
4 H -1.4933 -1.2370 3.6222
5 H 4.1884 4.9733 -0.6390
6 O 4.1522 4.4309 0.1406
7 H -2.1606 1.6025 -5.0858
8 H 1.7501 -4.1933 1.8484
9 O -3.5181 0.3181 -1.2570
10 O -0.3455 -2.7164 0.1274
11 H 4.5039 0.0177 4.0274
12 O 1.5160 4.9901 3.3124
13 H 1.8017 1.0643 -4.5838
14 H -0.6551 -0.9752 5.0095
15 H -3.1938 4.1426 1.2730
16 H 1.3495 -2.8987 0.0307
17 H 3.9503 -2.4398 -1.0610
18 H 2.2879 3.5837 -0.4668
19 H -1.2514 5.0187 4.5520
20 O 0.7786 -1.0258 -3.7319
21 O 1.1342 -5.0575 0.0789
22 H 3.1822 -4.9363 2.2624
23 H -4.2047 0.0353 -1.9578
24 H 2.6020 0.0422 -4.5050
25 H -0.7570 5.0930 -0.4038
26 H -0.7205 1.9166 -5.0060
27 H 4.8826 -2.9411 0.2976
28 O -1.7466 -2.8335 -2.6289
29 H 4.3951 -2.0096 -2.4988
30 H 5.2859 1.8787 1.0690
31 H -2.0914 3.1871 -1.7719
32 O 2.2705 -4.9668 -2.9719
33 H -2.3034 0.9443 4.1075
34 O 5.2172 1.8690 0.1196
35 O 4.1181 1.6853 -2.7196
36 H 1.5359 0.9081 0.0080
37 O -2.7799 1.6512 3.8389
38 H 4.0827 2.8178 3.8247
39 H -0.5874 -5.8021 -4.0018
40 H 6.1410 1.7100 -0.2307
41 O 3.7669 3.6963 3.8053
42 O 2.6732 -4.2193 2.0117
43 O 2.8037 0.9397 -4.6739
44 H -0.7273 -4.9032 -1.6303
45 H -1.5849 6.4964 1.2422
46 O 0.9042 -1.1990 2.2356
47 O 4.5926 -2.5408 -1.7264
48 O -0.9737 -0.2014 -1.1934
49 O -1.9958 1.0886 1.2401
50 H -2.3925 -0.9379 1.2543
51 H 0.5322 -1.0362 -4.6588
52 H -3.4626 -2.8071 2.8824
53 O 2.1439 0.3728 -0.6633
54 H -1.7139 0.0597 -0.7424
55 H -4.7052 3.5122 1.0893
56 H 4.4990 0.7877 -2.5227
57 O 5.2718 -2.9876 1.2498
58 H 0.1106 3.9786 -0.2376
59 H -5.3874 -1.3802 -2.6251
60 H -2.4722 -2.3829 1.2083
61 O -4.8552 1.1583 1.0666
62 H -2.8350 1.2659 0.7605
63 O -1.2010 5.7442 1.8960
64 O 1.9494 -2.5026 -0.6322
65 H 1.5554 -1.5726 1.5470
66 H -3.2718 -4.4605 1.7521
67 O -0.3284 -5.0371 -3.4431
68 H 1.5715 5.5048 2.4913
69 H 0.2286 4.7417 4.4878
70 H -3.5503 3.2325 -1.5242
71 O -5.7402 -0.5589 -3.0939
72 H -2.9758 0.8390 -1.5945
73 H 2.6119 3.7922 1.0708
74 H -5.2867 -3.2760 -0.6129
75 O 4.4793 0.5281 3.1949
76 H 0.1039 -1.0296 1.7859
77 O -5.7954 -2.4672 -0.6305
78 H -4.5020 0.4229 0.4998
79 H 1.7376 -5.2662 -0.6453
80 H 2.2558 5.2691 3.8938
81 H 3.4063 1.6887 -2.1605
82 O -4.0031 4.0059 0.7996
83 H 1.3840 -2.3070 -1.3220
84 H 0.5386 -0.2897 -3.2724
85 H 4.2948 -3.0945 1.7714
86 H -3.3081 -3.8584 3.9720
87 H 3.2466 3.8247 3.0413
88 H -2.3643 -4.5164 0.5495
89 O 1.7758 3.6611 0.4028
90 H 4.6523 3.5602 -0.0397
91 O -2.8473 3.0141 -2.3140
92 O -0.6019 4.1556 -0.7064
93 H 2.0706 -4.3344 -2.3132
94 O -2.3010 -1.6471 1.7501
95 H 1.2919 3.8598 -3.4217
96 O 0.2793 1.0864 0.8824
97 O -1.3526 -4.9206 -0.9620
98 H -0.6507 0.7032 -1.5593
99 H 0.4089 -5.6381 -0.0968
100 O 0.9031 3.0960 -2.8120
101 O -1.5133 -1.0993 4.6446
102 O -0.5739 4.5709 4.9658
103 H -0.5989 -1.7808 0.3726
104 H -0.9877 -3.0400 -0.5498
105 H 1.9470 -0.5070 -0.7499
106 H -5.2039 -1.7738 -0.3465
107 H -5.6307 0.8557 1.6867
108 H 1.4775 2.9699 -2.0800
109 H 0.8070 1.8563 1.1424
110 H -2.1320 2.2767 4.2409
111 O -3.0998 -3.9919 0.8297
112 H -2.1299 1.0806 2.2115
113 O -3.9447 -3.4682 3.2864
114 H 0.5648 -4.9155 -3.4496
115 O -1.2241 1.1762 -5.3479
116 H -0.6057 1.5820 0.8149
117 H -1.7453 4.9589 1.7404
118 H -1.7319 -1.8235 -2.6707
119 H -1.8571 -3.9698 -1.1067
120 H -1.3091 -3.2669 -3.3491